[1]
25
Properties=species:S:1:pos:R:3:mulliken_charge:R:1 method="wB97M-V/def2-TZVPD" e_lumo_ev="-0.5 / -0.5" fmax_ev_per_a=3.87 homo_energy_ev="-8.14 / -8.14" charge=0
H 2.21 0.21 -1.91 0.328
O -0.61 0.33 -0.58 -0.186
Cl -4.99 -0.12 -0.95 -0.155
Cl -3.54 -1.49 1.15 -0.142
C 3.05 -0.08 0.20 -0.388
C 2.03 0.79 1.02 -0.664
H -0.44 -1.62 0.34 0.437
C 0.19 -0.74 0.08 0.171
H 1.08 -0.77 2.01 0.487
H -0.01 0.51 1.75 0.356
H 2.73 -1.26 -1.67 0.372
C -1.47 -0.10 -1.40 -0.418
O -2.18 1.04 1.15 -0.580
O -3.35 2.14 -0.34 -0.613
N -3.08 1.12 0.32 0.766
H 1.83 1.74 0.51 0.322
H -1.72 -1.21 -1.61 0.330
H 2.51 1.23 1.94 0.333
H 3.47 -0.97 0.80 0.261
C -3.60 -0.15 0.02 0.131
O 1.07 -1.24 -0.85 -0.432
C 0.82 -0.05 1.29 -0.822
C 2.26 -0.53 -1.08 -0.629
H 3.79 0.67 -0.19 0.294
H -2.05 0.55 -2.02 0.441

***

[2]
22
Properties=species:S:1:pos:R:3:mulliken_charge:R:1 method="wB97M-V/def2-TZVPD" e_lumo_ev="-6.3 / -6.2" fmax_ev_per_a=5.20 homo_energy_ev="-12.68 / -12.64" charge=+1
H 3.35 -2.10 -0.46 0.479
H -1.59 2.66 -0.93 0.293
H 0.14 2.77 -0.47 0.232
N -1.93 0.12 -0.71 -0.586
H -1.42 -1.49 1.13 0.365
H 1.49 0.43 -0.17 0.231
N 0.40 -1.34 0.15 0.800
C 2.96 -0.07 -0.17 -0.016
C -0.77 0.76 -0.11 1.283
Cl 4.04 1.11 0.09 0.001
C -1.10 1.67 1.01 -0.653
H -2.55 0.83 -1.02 0.292
H -0.27 1.95 1.75 0.244
C -0.80 2.23 -0.39 -1.021
H -0.71 -3.07 0.78 0.319
N 1.53 -2.04 0.04 -1.146
C 0.42 -0.04 0.03 -0.290
C -0.81 -2.04 0.37 -0.861
H -1.26 -2.31 -0.48 0.400
H -2.07 1.75 1.29 0.346
H -1.69 -0.41 -1.56 0.232
C 2.63 -1.37 -0.17 0.056

***

[3]
19
Properties=species:S:1:pos:R:3:mulliken_charge:R:1 method="wB97M-V/def2-TZVPD" smiles=C[C@]12CC[C@H](C1)[C@@H]2F e_lumo_ev=1.0 fmax_ev_per_a=6.24 homo_energy_ev=-9.57 charge=0
H -1.76 -1.71 0.78 0.319
H 0.73 -0.63 -1.93 0.203
F -1.26 1.99 -0.42 -0.351
H 0.30 1.20 -1.63 0.264
C -0.50 -0.40 -0.09 0.589
H 2.43 0.63 -0.88 0.342
C 0.75 1.13 0.46 -0.325
H 1.04 -2.01 -0.53 0.272
H 1.06 2.06 0.99 0.415
H -2.53 -0.28 0.28 0.395
C 0.74 -0.88 -0.71 -0.686
H -1.08 0.63 1.67 0.389
H 2.40 -0.36 0.65 0.338
C -1.88 -0.97 -0.11 -1.461
C -0.19 1.13 -0.56 0.131
C 1.82 0.20 -0.11 -0.797
H 0.40 -0.54 1.94 0.276
H -2.24 -1.38 -1.07 0.337
C -0.22 0.18 1.28 -0.649

***

[4]
22
Properties=species:S:1:pos:R:3:mulliken_charge:R:1 method="wB97M-V/def2-TZVPD" smiles="C=C[Si](C)(F)C=C.C=C(F)F" e_lumo_ev=0.8 fmax_ev_per_a=3.12 homo_energy_ev=-9.97 charge=0
Si 0.42 0.28 -1.36 0.572
F -1.77 -0.45 2.09 -0.188
H 0.95 1.78 0.68 0.394
H -1.70 2.12 -0.99 0.123
H 0.44 -1.69 0.32 0.279
H 0.63 -0.10 1.84 -0.007
H 2.55 -1.78 -2.02 0.296
F 1.64 0.92 -2.18 -0.322
C -0.92 2.49 -0.24 -0.753
H -1.92 -0.25 -1.63 0.333
C 1.02 -1.34 -0.57 -0.064
H -1.49 1.13 -2.72 0.317
H -1.15 -0.66 -3.06 0.372
C 0.44 -0.45 2.85 -0.571
H 1.15 -0.67 3.63 0.315
C -1.18 0.13 -2.37 -1.149
H -1.11 3.38 0.33 0.281
C 0.11 1.61 -0.01 -0.100
F -1.43 -0.77 4.21 -0.225
C -0.86 -0.53 3.08 0.612
C 1.93 -2.12 -1.21 -0.774
H 2.24 -3.01 -0.64 0.259

***

[5]
25
Properties=species:S:1:pos:R:3:mulliken_charge:R:1 method="wB97M-V/def2-TZVPD" e_lumo_ev=-0.3 fmax_ev_per_a=3.59 homo_energy_ev=-10.12 charge=0
C -0.20 -0.14 0.02 1.182
H -1.36 1.84 -0.20 0.332
H -0.72 -2.07 -0.97 0.321
N 0.46 -0.74 1.18 0.021
H -1.76 0.76 1.32 0.362
F 3.37 -1.08 3.24 -0.266
F 1.74 -2.45 3.29 -0.233
H -1.98 -0.75 -1.33 0.353
H 3.41 0.87 0.86 0.421
C -1.29 -1.15 -0.52 -1.424
C 0.85 0.18 -1.00 -1.287
H -0.12 1.71 1.21 0.356
H -0.04 -0.85 1.98 0.305
F 1.40 -0.31 3.68 -0.237
C 2.89 -1.34 0.36 0.742
O 2.48 -2.48 0.23 -0.586
C -0.90 1.13 0.64 -1.329
H 1.80 0.64 -0.54 0.336
C 1.73 -0.84 1.45 -0.045
H 0.57 1.06 -1.67 0.377
F 2.81 1.40 1.41 -0.406
C 2.06 -1.18 2.95 0.726
H 1.06 -0.74 -1.68 0.294
O 3.74 -0.58 -0.05 -0.684
H -1.99 -1.36 0.30 0.368

***

[6]
26
Properties=species:S:1:pos:R:3:mulliken_charge:R:1 method="wB97M-V/def2-TZVPD" smiles="O=C([O-])[PH2](CCF)CCSc1nnco1" e_lumo_ev=2.7 fmax_ev_per_a=0.59 homo_energy_ev=-3.38 charge=-1
H -0.27 1.94 -1.89 0.466
F 0.80 -1.84 1.55 -0.294
O 3.04 1.01 0.53 -0.204
H 0.92 -0.61 -0.73 0.358
H 3.61 0.76 2.51 0.424
H 0.52 0.61 -2.74 0.384
S 2.15 1.97 -1.78 -0.249
C 0.50 1.17 -1.80 -0.523
C 2.47 2.08 -0.07 0.420
C -3.45 -0.97 -0.91 0.316
H -1.29 -1.10 -1.98 -0.075
N 2.81 2.67 1.97 -0.404
C -0.40 -2.31 1.00 -0.288
H -0.15 -2.72 0.02 0.253
H -0.74 -3.12 1.64 0.277
H -2.05 0.96 -0.73 -0.112
C 3.20 1.45 1.80 0.056
O -4.19 -0.39 -0.09 -0.704
N 2.34 3.09 0.73 -0.297
C -1.44 -1.21 0.94 -0.919
P -1.63 -0.41 -0.75 0.504
H 0.34 0.69 0.30 0.400
O -3.70 -1.84 -1.76 -0.723
H -1.18 -0.46 1.69 0.471
C 0.20 0.21 -0.68 -1.057
H -2.41 -1.61 1.23 0.520

***

[7]
20
Properties=species:S:1:pos:R:3:mulliken_charge:R:1 method="wB97M-V/def2-TZVPD" smiles="C=C=C(O)F.C/C=C/C" e_lumo_ev=0.8 fmax_ev_per_a=3.73 homo_energy_ev=-8.60 charge=0
C -1.43 -0.97 -0.76 -0.087
H -0.50 1.55 -0.67 0.395
H 0.01 2.13 2.76 0.311
C 0.54 0.96 1.07 0.090
H 1.68 -1.86 0.01 0.097
H 1.37 0.28 1.36 0.288
H 0.78 -3.39 0.32 0.291
C 1.45 0.68 -1.31 -0.966
H 0.83 -0.14 -1.91 0.173
H 2.28 0.18 -0.91 0.308
H 1.85 1.56 -2.02 0.297
H -1.49 1.73 1.71 0.216
C 0.66 -2.35 0.05 -0.705
F -2.39 -0.55 0.17 -0.275
C -0.43 -1.76 -0.41 0.754
H -0.77 0.38 2.65 0.266
C -0.45 1.30 2.07 -1.096
H -2.63 -0.31 -1.96 0.322
C 0.41 1.21 -0.23 -0.272
O -1.77 -0.62 -1.99 -0.410

***

[8]
19
Properties=species:S:1:pos:R:3:mulliken_charge:R:1 method="wB97M-V/def2-TZVPD" e_lumo_ev=0.7 fmax_ev_per_a=6.33 homo_energy_ev=-8.79 charge=0
H -1.92 -0.40 0.75 0.210
C 2.00 -0.61 0.16 0.293
H -3.27 1.93 0.71 0.449
I 4.05 0.09 0.12 -0.041
H 1.88 -0.52 2.20 0.466
C -2.39 1.88 0.24 -1.355
C -0.82 0.30 -0.74 -0.214
H -0.31 -1.13 -2.29 0.268
C 1.62 -1.16 1.48 -1.133
H 1.77 -0.23 -1.95 0.400
C 0.00 -0.94 -1.17 -0.937
H -2.56 2.31 -0.73 0.350
H -0.44 -1.68 -0.54 0.440
C -1.69 0.53 0.15 0.212
H 0.56 -1.29 1.55 0.291
H 2.27 -2.17 1.65 0.267
H -1.72 2.53 0.81 0.260
C 1.46 -0.63 -1.03 -0.449
H -0.50 1.19 -1.35 0.222

***

[9]
19
Properties=species:S:1:pos:R:3:mulliken_charge:R:1 method="wB97M-V/def2-TZVPD" smiles=CCc1c[nH]cc1C e_lumo_ev=1.0 fmax_ev_per_a=1.38 homo_energy_ev=-8.03 charge=0
C -1.27 -1.40 -1.81 -1.107
H 1.57 2.14 -1.38 0.403
H -1.84 -0.55 -1.45 0.343
C 0.77 1.41 -1.42 -1.312
H -1.95 -2.25 -1.81 0.367
H -0.38 -2.50 -0.21 0.300
H 0.11 0.82 3.07 0.200
H -0.11 1.81 -1.94 0.273
C 0.50 1.49 1.13 -0.835
H 1.10 0.63 -2.11 0.283
H 0.71 2.54 1.25 0.404
C 0.47 0.84 -0.07 0.783
C -0.10 -1.63 -0.79 -0.644
H -0.89 -1.19 -2.81 0.260
H 0.84 -1.85 -1.26 0.384
C 0.04 -0.50 0.18 0.492
N 0.04 0.63 2.09 -0.052
H -0.67 -1.38 2.08 0.385
C -0.20 -0.59 1.53 -0.927

***

[10]
19
Properties=species:S:1:pos:R:3:mulliken_charge:R:1 method="wB97M-V/def2-TZVPD" e_lumo_ev=1.0 fmax_ev_per_a=5.60 homo_energy_ev=-8.77 charge=0
H 0.70 1.70 0.77 0.240
H -1.88 1.44 1.77 0.254
H 0.38 1.77 -0.96 0.270
C 0.32 0.45 0.64 -0.282
H 1.46 -1.88 -1.77 0.317
C -0.97 -0.14 0.06 -0.075
C 1.28 -0.05 -0.29 -0.291
C -0.44 -0.24 -1.60 -0.516
H -1.25 -0.32 -2.27 0.472
H -2.35 -0.56 1.74 0.246
H 0.41 -2.12 -0.39 0.242
H 0.05 0.92 2.60 0.358
H 2.35 -0.09 0.35 0.252
N -0.17 0.19 2.02 -0.525
C -1.50 0.31 1.47 -0.479
C 0.66 0.73 -1.52 -0.297
H -1.01 -1.15 0.36 0.153
C 0.77 -1.35 -1.11 -0.704
H 1.52 0.67 -2.21 0.364

***

[11]
19
Properties=species:S:1:pos:R:3:mulliken_charge:R:1 method="wB97M-V/def2-TZVPD" smiles="C#C[C@@](C)(CC)N=C" e_lumo_ev=1.1 fmax_ev_per_a=3.69 homo_energy_ev=-9.73 charge=0
H 0.05 -2.97 -0.22 0.357
H 1.65 1.63 -2.39 0.341
C -0.37 1.28 1.44 -1.462
H -1.24 -1.80 -0.99 0.332
H -1.24 0.89 2.09 0.330
H -0.01 0.89 -2.56 0.209
C -0.24 0.48 0.10 1.981
N 0.83 1.04 -0.60 -0.500
H -3.52 1.40 -1.13 0.472
H 0.63 1.30 2.11 0.282
C -1.65 0.50 -0.38 -1.260
H 0.60 -1.87 -1.54 0.206
H 1.34 -0.92 0.42 0.488
C 0.27 -1.01 0.40 -1.138
H -0.71 2.37 1.15 0.363
H -0.20 -1.37 1.26 0.441
C -0.17 -2.01 -0.73 -0.977
C 0.87 1.15 -1.88 -0.391
C -2.65 0.95 -0.77 -0.073

***

[12]
19
Properties=species:S:1:pos:R:3:mulliken_charge:R:1 method="wB97M-V/def2-TZVPD" smiles=C1[C@@H]2CN3C[C@@H]2C[C@@H]13 e_lumo_ev=1.0 fmax_ev_per_a=5.83 homo_energy_ev=-8.84 charge=0
H 1.12 2.16 -0.82 0.295
H -2.48 -0.29 -0.03 0.205
H 1.22 0.98 1.37 0.890
C -0.37 -1.59 -0.17 -0.525
C 1.64 -0.51 -0.08 -0.441
H -0.87 -0.80 1.83 0.529
H 2.27 -1.05 0.85 0.191
C -0.49 -0.44 0.90 -0.317
H -1.52 -1.96 -0.42 0.260
H -1.76 1.40 0.21 0.300
N 0.58 -0.95 -0.98 -0.531
H 2.23 0.21 -0.65 0.438
C 0.38 1.44 -0.25 -0.526
H 0.20 -2.20 0.50 0.516
C 0.86 0.40 0.67 -0.740
H -0.39 2.24 0.22 0.230
C -0.41 0.26 -1.13 -0.566
C -1.52 0.34 0.05 -0.767
H -0.70 0.36 -2.09 0.558